(1)
C17H31Cl8FO4 | ωB97M-V/def2-TZVPD

Properties
- E_tot (Ha) = -4748.70926
- highest occupied orbital energy (eV) = -10.19
- spin multiplicity = 1
- LUMO energy (eV) = 0.24
- SMILES = CCOC[C@]1(CCCF)COC(=O)O1.ClCCCl.ClCCCl.ClCCCl.ClCCCl
- strongest force on any atom (Eh/bohr) = 0.0480
- Kohn-Sham gap (Ha) = 0.3833

Each line ends with the natural charge from an NBO analysis.
CARTESIAN COORDINATES (ANGSTROEM)
1 C 4.3515 3.0169 1.5268  -0.65
2 C 4.7765 2.6331 0.1172  -0.07
3 O 5.2090 1.2733 0.0829  -0.54
4 C 4.3896 0.3840 -0.6335  -0.09
5 C 3.1538 -0.1509 0.1210  0.21
6 C 1.7913 0.2013 -0.4675  -0.41
7 C 1.2169 1.5392 -0.0019  -0.47
8 C 0.3750 1.4419 1.2658  0.05
9 F 1.0259 2.0397 2.3529  -0.38
10 C 3.3053 -0.1623 1.6463  -0.14
11 O 3.1632 -1.5263 2.0531  -0.52
12 C 3.6567 -2.2319 0.9876  0.97
13 O 4.3472 -3.2289 1.0251  -0.56
14 O 3.2053 -1.6148 -0.1314  -0.52
15 H 4.4637 4.0778 1.7184  0.22
16 H 4.9942 2.4697 2.2107  0.23
17 H 3.3332 2.7143 1.7545  0.21
18 H 5.6346 3.2381 -0.1600  0.19
19 H 3.9837 2.7804 -0.6137  0.16
20 H 4.0837 0.8239 -1.5840  0.17
21 H 5.0079 -0.4740 -0.8671  0.22
22 H 1.1229 -0.6119 -0.2095  0.22
23 H 1.9180 0.2167 -1.5464  0.22
24 H 0.5395 1.8824 -0.7814  0.23
25 H 1.9616 2.3208 0.1107  0.23
26 H 0.1643 0.4105 1.5361  0.16
27 H -0.5521 1.9796 1.1354  0.18
28 H 4.3228 0.1155 1.9171  0.21
29 H 2.6948 0.5257 2.2173  0.23
30 Cl -2.3326 1.0520 -0.5978  -0.07
31 C -3.9325 1.8129 -0.3857  -0.38
32 C -4.9966 0.7984 -0.0623  -0.39
33 Cl -5.3328 -0.2760 -1.4444  -0.06
34 H -4.1656 2.3563 -1.2974  0.22
35 H -3.8429 2.5273 0.4310  0.23
36 H -5.9279 1.3066 0.1801  0.23
37 H -4.7099 0.1764 0.7813  0.23
38 Cl -1.1149 -0.0369 -3.8514  -0.06
39 C -2.5186 0.6322 -4.7217  -0.38
40 C -3.5834 -0.4048 -4.9653  -0.39
41 Cl -3.0534 -1.6415 -6.1337  -0.06
42 H -2.1586 1.0575 -5.6546  0.22
43 H -2.9223 1.4337 -4.1044  0.22
44 H -4.4693 0.0706 -5.3828  0.23
45 H -3.8635 -0.9107 -4.0453  0.23
46 Cl -7.0314 -4.7302 -0.9033  -0.06
47 C -5.6396 -5.1312 -1.9426  -0.39
48 C -5.1614 -3.9423 -2.7337  -0.39
49 Cl -6.3375 -3.4443 -3.9790  -0.06
50 H -5.9349 -5.9486 -2.5948  0.22
51 H -4.8421 -5.4770 -1.2874  0.22
52 H -4.2383 -4.1942 -3.2536  0.23
53 H -4.9748 -3.0874 -2.0888  0.23
54 Cl 0.9648 0.9783 6.9930  -0.06
55 C 1.1781 0.1286 5.4396  -0.39
56 C 2.5922 -0.3492 5.2379  -0.39
57 Cl 3.7254 1.0082 5.0031  -0.07
58 H 0.8738 0.8063 4.6449  0.23
59 H 0.5044 -0.7265 5.4499  0.22
60 H 2.6452 -0.9672 4.3427  0.24
61 H 2.9436 -0.9338 6.0836  0.23

(2)
C5H11N3 | ωB97M-V/def2-TZVPD

Properties
- E_tot (Ha) = -361.08722
- highest occupied orbital energy (eV) = -8.26
- spin multiplicity = 1
- LUMO energy (eV) = 0.82
- strongest force on any atom (Eh/bohr) = 0.1239
- energy relative to the best compared isomer or geometry (same formula, charge and spin) (kcal/mol) = 189.62
- Kohn-Sham gap (Ha) = 0.3335

Each line ends with the natural charge from an NBO analysis.
CARTESIAN COORDINATES (ANGSTROEM)
1 C -1.5318 -0.7586 -0.2522  -0.06
2 C -1.0155 0.6335 0.1306  -0.11
3 C 1.0831 1.5911 0.1170  -0.27
4 C 1.5334 0.3593 0.9188  -0.19
5 C -0.3165 -0.6365 0.7895  -0.08
6 H -1.1118 -0.9677 -2.4359  0.36
7 H 0.0586 -1.5387 -0.9951  0.41
8 H -2.4158 -1.0556 0.1445  0.19
9 H -1.7896 1.1785 0.4555  0.20
10 H -0.3638 1.7354 -1.7163  0.40
11 H 0.7369 2.2213 0.9861  0.17
12 H 1.7819 2.2279 -0.3190  0.21
13 H 1.0560 0.4608 2.1335  0.18
14 H 2.9767 0.5679 1.3262  0.18
15 H 1.4602 -1.8323 0.8705  0.40
16 H -0.1873 -0.8528 1.9751  0.21
17 N -1.0688 -1.4595 -1.3566  -0.88
18 N -0.0132 1.1239 -0.7926  -0.65
19 N 0.9795 -0.9898 0.3424  -0.68

(3)
C16H38CdF3O6 | ωB97M-V/def2-TZVPD

Properties
- E_tot (Ha) = -1550.60792
- highest occupied orbital energy (eV) = -11.71
- spin multiplicity = 1
- LUMO energy (eV) = -8.79
- net charge = +1
- strongest force on any atom (Eh/bohr) = 0.0986
- energy relative to the best compared isomer or geometry (same formula, charge and spin) (kcal/mol) = 253.48
- Kohn-Sham gap (Ha) = 0.1072

Each line ends with the natural charge from an NBO analysis.
CARTESIAN COORDINATES (ANGSTROEM)
1 Cd -0.8677 -1.4305 -0.4330  0.87
2 C 2.5571 2.3519 2.3727  0.20
3 O 2.4409 3.5926 1.5869  -0.47
4 O 1.6832 1.3908 1.7784  -0.29
5 C 4.0380 1.9522 2.4668  0.96
6 F 4.6906 2.3144 1.3220  -0.31
7 F 4.5708 2.6119 3.5613  -0.33
8 F 4.2437 0.6958 2.6509  -0.27
9 C 2.7809 4.9176 2.0048  -0.08
10 C 2.6692 5.6988 0.7608  -0.63
11 H 3.4718 5.4591 0.0632  0.22
12 H 1.7097 5.6230 0.2492  0.22
13 H 2.7013 6.7801 0.8936  0.23
14 H 3.8285 5.0199 2.2880  0.20
15 H 2.0914 5.1924 2.8030  0.19
16 H 2.2040 2.5923 3.3755  0.28
17 C 2.2699 -2.2080 -5.5766  -0.63
18 C 2.3744 -2.4738 -4.1054  0.08
19 C 3.7667 -2.9182 -3.6178  -0.63
20 O 1.8667 -1.4257 -3.3789  -0.73
21 H 2.6515 -1.2003 -5.7411  0.19
22 H 1.2614 -2.1811 -5.9893  0.22
23 H 2.9491 -2.7802 -6.2086  0.22
24 H 1.8200 -3.4081 -4.0167  0.17
25 H 3.6654 -3.7556 -2.9273  0.22
26 H 4.2440 -2.0251 -3.2146  0.20
27 H 4.3668 -3.2875 -4.4494  0.22
28 H 2.4257 -0.6582 -3.5206  0.47
29 C -4.7099 0.6007 2.8257  -0.64
30 C -5.4176 -0.6592 2.2164  0.11
31 C -6.7239 -0.3761 1.3583  -0.64
32 O -4.3992 -1.3300 1.5247  -0.75
33 H -4.8822 1.5097 2.2493  0.21
34 H -3.6261 0.4954 2.7785  0.21
35 H -4.8725 0.6708 3.9012  0.23
36 H -5.6270 -1.4248 2.9634  0.16
37 H -7.5038 0.0481 1.9906  0.22
38 H -7.0866 -1.3162 0.9427  0.21
39 H -6.4785 0.2141 0.4753  0.21
40 H -4.6160 -2.2633 1.4645  0.47
41 C 1.0690 -4.9800 3.4888  -0.63
42 C 1.6197 -5.1566 2.0449  0.08
43 C 2.1434 -6.5610 1.8312  -0.65
44 O 0.6188 -4.9036 1.0784  -0.72
45 H 1.8150 -5.3504 4.1920  0.22
46 H 0.1056 -5.4894 3.5070  0.20
47 H 0.7535 -3.9764 3.7741  0.21
48 H 2.4315 -4.4293 2.0535  0.18
49 H 2.6591 -6.8710 2.7401  0.22
50 H 2.9441 -6.7412 1.1139  0.23
51 H 1.4208 -7.3301 1.5580  0.21
52 H 0.1361 -5.7276 1.1767  0.46
53 C -1.3656 3.7341 -2.9212  -0.64
54 C -2.3964 3.4775 -1.8465  0.09
55 C -3.6537 4.3353 -2.0746  -0.63
56 O -2.6265 2.0916 -1.9592  -0.73
57 H -1.5595 3.5191 -3.9720  0.22
58 H -0.3817 3.3842 -2.6086  0.21
59 H -1.1704 4.8054 -2.8748  0.20
60 H -2.0562 3.8768 -0.8910  0.18
61 H -4.3367 4.1997 -1.2360  0.21
62 H -4.2265 4.0826 -2.9668  0.20
63 H -3.3625 5.3849 -2.1131  0.22
64 H -3.1128 2.0156 -2.7834  0.47